Entry a
DFT (ωB97M-V/def2-TZVPD) results for a cluster of 2 separate species, C5H6N2 in total.

Geometry (Å):
C1 1.273 -0.157 -1.492
C2 1.269 -1.527 0.277
C3 0.023 -0.179 -0.930
C4 -0.902 0.195 0.043
C5 -1.116 1.309 0.895
N1 1.955 -1.131 -0.751
N2 0.014 -0.921 0.283
H1 1.627 0.052 -2.460
H2 1.647 -2.312 0.966
H3 -2.340 -0.483 -0.098
H4 -0.143 1.772 1.206
H5 -1.766 1.262 1.801
H6 -1.540 2.120 0.259

Kohn-Sham gap	9.631	eV
LUMO	0.76	eV



Entry b
DFT (ωB97M-V/def2-TZVPD) results for the molecule C5H6N2.

Geometry (Å):
C1 1.932 0.956 -0.690
C2 1.458 0.422 0.658
C3 -0.862 -1.058 -0.452
C4 -1.857 -0.002 0.068
C5 -2.533 1.069 0.161
H1 2.691 -0.020 -1.003
H2 2.519 1.997 -0.711
H3 0.771 1.126 -1.251
H4 1.710 0.938 1.665
H5 -1.375 -1.319 -1.387
H6 -2.937 2.175 -0.169
N1 0.668 -0.652 0.880
N2 0.445 -1.236 -0.254

Kohn-Sham gap	9.200	eV
LUMO	-0.06	eV
SMILES	C#C/C=N\N=C/C



Sorted by energy, starting with the most stable: entry a, entry b.



Entry a
DFT (ωB97M-V/def2-TZVPD) results for a structure of composition C38H35BN9O3S2Ta.

Geometry (Å):
Ta1 -0.093 -0.139 0.144
C1 -1.413 -1.731 4.329
C2 -0.417 -2.638 4.632
C3 0.490 -2.994 3.642
C4 0.384 -2.402 2.400
N1 -0.533 -1.451 2.128
C5 -1.428 -1.150 3.069
C6 1.122 -2.859 1.213
C7 2.080 -3.857 1.223
C8 2.547 -4.336 0.012
C9 1.998 -3.860 -1.166
C10 1.055 -2.848 -1.107
N2 0.683 -2.312 0.066
C11 0.361 -2.299 -2.281
C12 0.483 -2.871 -3.532
C13 -0.202 -2.316 -4.604
C14 -0.969 -1.192 -4.378
C15 -1.033 -0.674 -3.092
N3 -0.414 -1.218 -2.045
H1 -2.170 -1.455 5.048
H2 -0.359 -3.092 5.612
H3 1.240 -3.745 3.838
H4 -2.184 -0.419 2.815
H5 2.450 -4.260 2.153
H6 3.310 -5.101 -0.015
H7 2.318 -4.269 -2.112
H8 1.097 -3.745 -3.688
H9 -0.121 -2.752 -5.590
H10 -1.508 -0.698 -5.173
H11 -1.582 0.234 -2.914
C16 -3.308 2.542 2.382
O1 -2.749 1.705 3.397
C17 -1.425 1.878 3.687
C18 -1.080 2.310 4.952
C19 0.247 2.308 5.390
C20 1.227 1.823 4.560
C21 0.899 1.364 3.272
C22 1.929 0.802 2.460
N4 1.748 0.177 1.343
N5 2.948 -0.183 0.716
C23 2.744 -0.234 -0.554
O2 1.533 -0.015 -1.044
C24 3.815 -0.561 -1.504
C25 5.095 -0.879 -1.051
C26 6.080 -1.207 -1.964
C27 5.798 -1.215 -3.326
C28 4.527 -0.893 -3.779
C29 3.532 -0.567 -2.870
C30 -0.418 1.449 2.799
O3 -0.719 1.108 1.544
H12 -4.386 2.422 2.445
H13 -3.049 3.586 2.572
H14 -2.964 2.230 1.400
H15 -1.878 2.624 5.613
H16 0.490 2.661 6.382
H17 2.257 1.773 4.888
H18 2.962 0.899 2.786
H19 5.303 -0.861 0.010
H20 7.076 -1.450 -1.618
H21 6.575 -1.463 -4.036
H22 4.316 -0.884 -4.840
H23 2.541 -0.299 -3.211
C31 -3.575 -3.221 -1.122
N6 -3.810 -1.957 -1.802
C32 -4.530 -1.788 -2.958
C33 -4.536 -0.461 -3.218
N7 -3.826 0.185 -2.228
B1 -3.531 1.729 -2.495
N8 -3.027 2.589 -1.289
C34 -3.785 3.631 -0.797
C35 -2.980 4.430 -0.058
N9 -1.727 3.865 -0.089
C36 -0.537 4.408 0.553
C37 -1.776 2.757 -0.847
S1 -0.355 1.863 -1.301
C38 -3.396 -0.746 -1.374
S2 -2.605 -0.527 0.154
H24 -3.901 -4.025 -1.775
H25 -4.134 -3.261 -0.189
H26 -2.513 -3.332 -0.907
H27 -4.983 -2.614 -3.477
H28 -4.988 0.088 -4.025
H29 -4.575 2.199 -2.844
H30 -2.692 1.777 -3.360
H31 -4.828 3.724 -1.036
H32 -3.184 5.340 0.478
H33 -0.844 5.223 1.202
H34 0.158 4.781 -0.196
H35 -0.051 3.634 1.141

net charge	+2
Kohn-Sham gap	6.779	eV
LUMO	-6.47	eV



Entry b
DFT (ωB97M-V/def2-TZVPD) results for a structure of composition C38H35BN9O3S2Ta.

Geometry (Å):
Ta1 0.294 0.039 -0.111
C1 2.235 0.384 4.016
C2 3.591 0.274 3.790
C3 4.021 0.038 2.493
C4 3.095 -0.066 1.474
N1 1.772 0.076 1.690
C5 1.363 0.280 2.948
C6 3.492 -0.341 0.081
C7 4.799 -0.617 -0.299
C8 5.068 -0.864 -1.630
C9 4.038 -0.796 -2.551
C10 2.759 -0.511 -2.107
N2 2.499 -0.322 -0.809
C11 1.610 -0.315 -3.008
C12 1.740 -0.365 -4.384
C13 0.662 -0.042 -5.191
C14 -0.520 0.342 -4.588
C15 -0.591 0.350 -3.210
N3 0.438 0.008 -2.415
H1 1.836 0.551 5.006
H2 4.304 0.360 4.598
H3 5.075 -0.061 2.283
H4 0.301 0.339 3.109
H5 5.592 -0.650 0.431
H6 6.074 -1.094 -1.952
H7 4.241 -0.956 -3.599
H8 2.684 -0.631 -4.832
H9 0.756 -0.072 -6.268
H10 -1.386 0.634 -5.164
H11 -1.507 0.631 -2.719
C16 -2.270 -1.044 5.014
O1 -1.760 -0.500 3.798
C17 -2.598 0.229 3.037
C18 -3.869 0.633 3.400
C19 -4.638 1.440 2.554
C20 -4.132 1.861 1.352
C21 -2.853 1.440 0.947
C22 -2.223 2.073 -0.173
N4 -1.071 1.745 -0.649
N5 -0.499 2.737 -1.448
C23 0.772 2.701 -1.242
O2 1.280 1.777 -0.434
C24 1.703 3.627 -1.899
C25 1.216 4.647 -2.715
C26 2.101 5.501 -3.348
C27 3.470 5.343 -3.171
C28 3.956 4.329 -2.356
C29 3.075 3.470 -1.720
C30 -2.096 0.603 1.773
O3 -0.866 0.211 1.422
H12 -3.154 -1.654 4.819
H13 -2.511 -0.256 5.729
H14 -1.480 -1.674 5.412
H15 -4.274 0.338 4.358
H16 -5.620 1.756 2.875
H17 -4.694 2.536 0.719
H18 -2.667 2.984 -0.567
H19 0.148 4.766 -2.840
H20 1.725 6.297 -3.977
H21 4.159 6.016 -3.664
H22 5.023 4.216 -2.212
H23 3.444 2.685 -1.072
C31 -4.814 -0.596 -1.135
N6 -4.273 -1.343 -0.011
C32 -5.012 -1.869 1.021
C33 -4.146 -2.551 1.805
N7 -2.887 -2.438 1.264
B1 -1.622 -3.178 1.853
N8 -1.059 -4.036 0.683
C34 -1.621 -5.191 0.192
C35 -0.916 -5.571 -0.899
N9 0.071 -4.628 -1.078
C36 1.058 -4.630 -2.145
C37 -0.038 -3.704 -0.105
S1 1.107 -2.421 0.086
C38 -2.978 -1.691 0.159
S2 -1.771 -1.318 -1.037
H24 -5.858 -0.377 -0.929
H25 -4.739 -1.178 -2.051
H26 -4.268 0.336 -1.257
H27 -6.075 -1.725 1.091
H28 -4.316 -3.125 2.698
H29 -2.024 -3.898 2.728
H30 -0.788 -2.397 2.202
H31 -2.465 -5.653 0.671
H32 -1.017 -6.421 -1.550
H33 0.880 -5.499 -2.772
H34 2.063 -4.682 -1.732
H35 0.960 -3.725 -2.743

net charge	+2
Kohn-Sham gap	6.979	eV
LUMO	-5.92	eV



Sorted by energy, starting with the most stable: entry b, entry a.



Entry a
DFT (ωB97M-V/def2-TZVPD) results for a cluster of 2 separate species, C2H6N2O4 in total.

Geometry (Å):
C1 11.859 -25.835 2.276
N1 11.804 -26.262 0.863
O1 11.315 -25.552 -0.055
O2 12.219 -27.381 0.693
H1 10.941 -26.273 2.669
H2 11.883 -24.749 2.370
H3 12.680 -26.276 2.840
C2 11.845 -24.256 5.293
N2 11.304 -25.577 4.955
O3 10.101 -25.671 5.048
O4 12.120 -26.380 4.448
H4 11.380 -23.832 6.182
H5 11.665 -23.594 4.446
H6 12.910 -24.340 5.511

Kohn-Sham gap	10.154	eV
LUMO	-0.63	eV
SMILES	C[N+](=O)[O-].C[N+](=O)[O-]



Entry b
DFT (ωB97M-V/def2-TZVPD) results for a cluster of 2 separate species, C2H6N2O4 in total.

Geometry (Å):
C1 -9.533 1.259 -27.607
N1 -9.973 2.374 -26.662
O1 -11.136 2.569 -26.485
O2 -9.004 3.072 -26.297
H1 -8.626 0.770 -27.254
H2 -9.322 1.768 -28.548
H3 -10.338 0.534 -27.729
C2 -17.173 0.766 -26.142
N2 -16.594 -0.170 -27.127
O3 -17.344 -0.674 -27.872
O4 -15.398 -0.331 -27.089
H4 -18.130 0.350 -25.828
H5 -17.337 1.692 -26.693
H6 -16.535 0.895 -25.268

Kohn-Sham gap	11.456	eV
LUMO	0.28	eV
SMILES	C[N+](=O)[O-].C[N+](=O)[O-]



Entry c
DFT (ωB97M-V/def2-TZVPD) results for a cluster of 2 separate species, C2H6N2O4 in total.

Geometry (Å):
C1 -9.090 18.594 -4.906
N1 -9.841 18.166 -3.739
O1 -9.398 18.422 -2.606
O2 -10.951 17.675 -3.973
H1 -8.074 18.208 -4.830
H2 -9.097 19.682 -4.969
H3 -9.534 18.301 -5.857
C2 -5.934 18.966 0.206
N2 -5.190 19.869 -0.762
O3 -4.457 20.701 -0.255
O4 -5.380 19.734 -1.927
H4 -5.658 17.999 -0.214
H5 -7.021 19.041 0.178
H6 -5.634 19.115 1.244

Kohn-Sham gap	11.062	eV
LUMO	-0.12	eV
SMILES	C[N+](=O)[O-].C[N+](=O)[O-]



Sorted by energy, starting with the most stable: entry b, entry c, entry a.



Entry a
DFT (ωB97M-V/def2-TZVPD) results for the molecule C9H7NS.

Geometry (Å):
C1 -0.596 -3.081 -0.103
C2 0.350 -2.973 -1.135
C3 -0.128 -0.805 -0.143
C4 -0.854 -1.837 0.471
C5 0.033 0.634 0.368
C6 1.170 1.418 0.559
C7 1.044 2.820 0.734
C8 -0.304 3.211 0.906
C9 -1.250 1.251 0.593
H1 -1.102 -3.985 0.257
H2 0.595 -3.716 -1.994
H3 -1.553 -1.624 1.325
H4 2.231 1.069 0.353
H5 1.876 3.528 0.534
H6 -0.623 4.355 0.832
H7 -2.169 0.592 0.442
N1 -1.447 2.581 0.936
S1 0.880 -1.382 -1.362

Kohn-Sham gap	9.112	eV
LUMO	0.56	eV
SMILES	c1cncc(-c2cccs2)c1



Entry b
DFT (ωB97M-V/def2-TZVPD) results for a structure of composition C9H7NS.

Geometry (Å):
C1 -2.000 0.854 -0.366
C2 -1.442 0.961 0.822
C3 -1.313 0.294 -1.502
C4 -0.154 0.483 1.095
C5 -0.019 -0.165 -1.277
C6 0.490 -0.067 -0.029
C7 2.000 -1.761 1.024
C8 2.934 0.172 -0.310
C9 1.874 -0.526 0.178
N1 2.053 -2.352 -0.039
S1 2.816 1.773 -0.629
H1 -2.963 1.211 -0.644
H2 -2.116 1.478 1.590
H3 -1.717 0.166 -2.437
H4 0.413 0.358 1.994
H5 0.450 -0.709 -2.045
H6 1.883 -2.057 2.047
H7 3.983 -0.165 -0.492

Kohn-Sham gap	7.746	eV
LUMO	-0.70	eV



Sorted by energy, starting with the most stable: entry a, entry b.



Entry a
DFT (ωB97M-V/def2-TZVPD) results for the molecule C10H17P.

Geometry (Å):
C1 -0.666 2.316 -0.046
C2 0.483 3.013 -0.150
C3 -0.548 0.951 -0.055
C4 1.198 0.437 -0.345
C5 -2.475 0.007 1.169
C6 -2.527 0.215 -1.225
C7 3.113 -1.016 -0.490
C8 1.517 -1.382 1.304
C9 -1.622 -0.111 -0.054
C10 1.672 -0.988 -0.192
P1 1.871 1.959 0.008
H1 -1.694 2.741 -0.019
H2 0.684 4.087 -0.095
H3 -2.648 1.062 1.342
H4 -1.836 -0.218 2.107
H5 -3.424 -0.607 1.024
H6 -3.508 0.566 -0.987
H7 -2.578 -0.660 -1.801
H8 -2.241 1.027 -1.916
H9 3.393 -0.876 -1.586
H10 3.314 -2.077 -0.304
H11 3.767 -0.332 0.231
H12 0.947 -2.347 1.360
H13 0.896 -0.721 1.757
H14 2.472 -1.614 1.789
H15 -1.236 -1.053 -0.077
H16 1.078 -1.766 -0.851
H17 2.511 2.466 -1.120

Kohn-Sham gap	7.412	eV
LUMO	0.16	eV
SMILES	CC(C)C1=CC=[PH]=C1C(C)C



Entry b
DFT (ωB97M-V/def2-TZVPD) results for the molecule C10H17P.

Geometry (Å):
C1 -0.635 -0.225 1.702
C2 0.438 0.705 1.751
C3 -0.914 -1.358 1.066
C4 1.028 1.487 0.845
C5 0.810 -2.240 -0.538
C6 -0.395 -2.200 0.056
C7 2.082 -1.929 0.081
C8 -1.495 -2.823 -0.896
C9 -1.195 1.528 -0.875
C10 0.481 3.641 -0.877
P1 0.689 1.830 -0.985
H1 -1.338 0.091 2.461
H2 0.655 0.974 2.714
H3 -1.980 -1.621 1.429
H4 1.679 2.370 1.248
H5 0.996 -2.893 -1.362
H6 2.895 -1.339 -0.520
H7 2.424 -2.889 0.439
H8 1.933 -1.298 1.008
H9 -1.652 -3.870 -0.623
H10 -1.210 -2.638 -1.931
H11 -2.251 -2.012 -0.734
H12 -1.722 2.175 -0.175
H13 -1.256 0.545 -0.516
H14 -1.452 1.643 -1.942
H15 1.354 4.141 -0.427
H16 -0.484 4.184 -0.517
H17 0.514 4.018 -1.885

Kohn-Sham gap	8.648	eV
LUMO	0.60	eV
SMILES	C\C=C(C)/C=C\C=C/P(C)C



Sorted by energy, starting with the most stable: entry b, entry a.